No. 1
DFT (ωB97M-V/def2-TZVPD) results for C12H12KNO as an isolated structure in a non-equilibrium geometry.

Element x y z (Å)
K -0.001627 2.687592 -0.836902
C 3.509503 -0.582583 -0.755566
C 2.880167 -1.821368 -0.770387
C 1.502536 -1.880952 -0.778486
C 0.735608 -0.702262 -0.768195
N 1.365786 0.486799 -0.739632
C 2.695487 0.531665 -0.743756
C -0.748781 -0.695503 -0.775837
C -1.442836 -1.917732 -0.769848
C -2.822979 -1.949726 -0.772100
C -3.526189 -0.752321 -0.778121
C -2.833043 0.449691 -0.785754
C -1.430558 0.545030 -0.792364
H 4.586667 -0.489551 -0.751928
H 3.469127 -2.729933 -0.775525
H 1.017226 -2.843880 -0.793035
H 3.125247 1.531530 -0.729348
H -0.916766 -2.865399 -0.762026
H -3.350804 -2.895619 -0.769601
H -4.612218 -0.766217 -0.777938
H -3.420384 1.367562 -0.789379
C 0.000784 2.731066 3.018495
O 0.097618 2.559271 1.610663
H 0.952767 2.528024 3.515999
H -0.768463 2.090042 3.453144
H -0.272309 3.768857 3.197987
H 0.208432 1.615914 1.419445

Cartesian forces (eV/Å) of the 3 atoms listed first:
0.1 1.1 -0.7
0.0 0.0 0.0
0.0 0.1 0.0

The value obtained for the electronic energy is -32499.723 eV. The total charge is 0. As for the LUMO energy: -0.2 eV. For the orbital gap, the calculation gives 6.29 eV.

---

No. 2
DFT (ωB97M-V/def2-TZVPD) results for one molecule with the formula C12H12N2O4 in a non-equilibrium geometry.

Element x y z (Å)
O 2.434269 -0.208576 1.330594
O 0.185512 -0.451615 -4.228535
O 1.028326 1.179677 0.107263
O 1.333638 1.582810 2.314501
C 1.646859 0.734963 1.253566
C 0.740516 -0.138833 -3.177367
C 2.121558 0.155287 -3.089517
C 2.416641 0.526316 -1.791355
C -3.770687 -1.081031 -0.826634
C -3.573737 -0.260687 -1.948557
C -2.614282 -1.541870 -0.108179
C -2.271710 0.045104 -2.350209
C -1.335262 -1.113567 -0.482575
C -1.137774 -0.287468 -1.586537
N 1.226145 0.455385 -1.064028
N 0.151288 0.098011 -1.944381
C 1.009957 0.115267 4.173709
C 1.815741 1.246172 3.600714
H 2.835845 0.170845 -3.896778
H 3.394697 0.849489 -1.402155
H -4.718567 -1.415247 -0.518843
H -4.423621 0.014847 -2.588796
H -2.795850 -2.230772 0.703140
H -2.163252 0.555819 -3.302940
H -0.482200 -1.532140 0.040628
H 1.322889 -0.116336 5.194398
H -0.090202 0.310358 4.173313
H 1.159132 -0.766057 3.563104
H 1.664426 2.090006 4.304074
H 2.889706 1.013846 3.548382

Cartesian forces (eV/Å) of the 3 atoms listed first:
-2.2 2.3 -0.5
-0.7 -0.3 1.0
-0.9 0.9 0.1

The value obtained for the electronic energy is -23805.406 eV. The total charge is 0. Its SMILES is CCOC(=O)On1ccc(=O)n1-c1ccccc1. As for the relative energy (zero: lowest compared OMol25 entry of this formula, charge and spin): 532.97 kJ/mol. As for the LUMO energy: 0.6 eV. For the orbital gap, the calculation gives 9.03 eV.

---

No. 3
DFT (ωB97M-V/def2-TZVPD) results for one molecule with the formula C12H12O in a non-equilibrium geometry.

Element x y z (Å)
C 1.221965 1.244596 2.356710
C 0.065826 1.476773 1.376024
C -0.569317 0.295413 0.801625
C -1.930866 -0.017620 0.927862
C -2.653117 -0.904831 0.166294
C -1.937008 -1.581340 -0.852889
C -0.572106 -1.246846 -1.176624
C 0.197759 -1.858898 -2.170318
C 1.483178 -1.589946 -2.377745
C 2.152410 -0.603271 -1.761932
C 1.468947 0.153096 -0.729464
C 0.089036 -0.279275 -0.334935
H 2.301702 0.752684 2.332009
H 1.210932 2.301432 3.067362
H 0.694190 0.574478 3.140914
H 0.578576 2.043018 0.414094
H -1.270643 3.075698 1.388376
H -2.580069 0.713845 1.454527
H -3.788179 -0.945504 0.281326
H -2.470752 -2.357119 -1.536255
H -0.395953 -2.501618 -2.861831
H 2.118638 -2.010056 -3.257037
H 3.143641 -0.445243 -2.247569
H 2.037927 1.156721 -0.458079
O -0.596716 2.553814 2.057554

Cartesian forces (eV/Å) of the 3 atoms listed first:
0.0 0.3 5.3
4.2 4.0 -2.2
-2.5 -0.8 -1.9

The value obtained for the electronic energy is -14682.381 eV. The total charge is 0. Its SMILES is C[C@H](O)c1cccc2ccccc12. As for the relative energy (zero: lowest compared OMol25 entry of this formula, charge and spin): 387.53 kJ/mol. As for the LUMO energy: 0.0 eV. For the orbital gap, the calculation gives 8.08 eV.

---

HOMO values, unit eV, following the record order: -6.46, -8.38, -8.08.